Entry from the OMol25 dataset: a single C18H21ClN2O4S molecule (ωB97M-V/def2-TZVPD).

Each line ends with the natural charge from an NBO analysis.
CARTESIAN COORDINATES (ANGSTROEM)
1 H 4.11 2.57 -1.31  0.256
2 C 1.85 -3.80 0.32  -0.118
3 H -0.08 1.05 -0.45  0.202
4 O 3.42 -2.04 -0.42  -0.410
5 H -1.12 -1.29 -3.55  0.224
6 C 2.42 -2.43 0.42  0.423
7 H -1.70 0.16 -2.74  0.228
8 O 1.82 0.90 -1.69  -0.630
9 H -2.45 1.99 -0.67  0.204
10 H 0.72 -2.26 -1.44  0.217
11 C 3.58 -0.74 -0.07  0.293
12 C -0.15 1.45 1.67  -0.428
13 H -0.40 3.94 0.49  0.200
14 H -1.79 -3.63 1.74  0.228
15 C -2.17 2.80 0.01  -0.403
16 H 0.01 -0.27 -2.67  0.251
17 C -1.65 -3.03 0.86  -0.276
18 S 4.65 0.29 -0.93  0.317
19 H 0.45 0.57 1.90  0.237
20 H -3.64 -2.24 0.85  0.230
21 O 1.55 2.18 0.14  -0.495
22 C 0.14 1.88 0.23  0.093
23 C -2.47 -1.48 -0.78  -0.103
24 H -1.90 0.31 1.20  0.203
25 H -1.83 0.87 2.87  0.211
26 C -0.23 -2.27 -0.92  -0.346
27 H -3.53 2.14 1.54  0.209
28 N 2.78 -0.39 0.89  -0.337
29 C 2.25 1.58 -0.79  0.818
30 C -0.41 -3.04 0.22  0.390
31 C -1.25 -1.48 -1.44  0.082
32 N 2.04 -1.47 1.19  -0.278
33 O 0.53 -3.86 0.79  -0.488
34 C -2.68 -2.26 0.36  -0.203
35 H 3.93 2.17 0.43  0.254
36 H 1.93 -4.14 -0.73  0.200
37 C 3.74 1.84 -0.59  -0.614
38 Cl -3.80 -0.53 -1.37  -0.010
39 H -2.75 3.68 -0.25  0.210
40 C -1.63 1.16 1.83  -0.390
41 C -2.47 2.37 1.45  -0.400
42 H -0.46 3.38 -1.19  0.211
43 C -1.00 -0.67 -2.67  -0.672
44 C -0.68 3.10 -0.15  -0.410
45 H 2.41 -4.49 0.96  0.227
46 H -2.25 3.20 2.13  0.192
47 H 0.16 2.26 2.34  0.198

Values from the calculation:
relative energy (zero: lowest compared OMol25 entry of this formula, charge and spin) = 58.3 kJ/mol
E_tot = -53534.71380 eV
HOMO level = -8.52 eV